# 1
{"formula": "C5H12O2", "method": "ωB97M-V/def2-TZVPD", "smiles": "C=C(C)CO.CO", "lumo_ev": 0.8, "largest_force_ha_per_bohr": 0.0185, "de_lowest_kj_mol": 216.9, "homo_lumo_gap_ev": 9.929, "total_energy_ha": -348.12219, "species": ["C", "C", "C", "C", "O", "H", "H", "H", "H", "H", "H", "H", "H", "C", "O", "H", "H", "H", "H"], "coordinates": [[0.3497, -0.8216, 0.9358], [-0.8471, -0.3881, 0.5308], [-1.8227, -1.2784, -0.1963], [-1.3061, 1.0101, 0.9267], [-0.2580, 1.8978, 1.2320], [0.7692, -1.7715, 0.6077], [1.0005, -0.1794, 1.5225], [-2.4119, -0.7614, -0.9659], [-2.5280, -1.6720, 0.5446], [-1.3175, -2.1337, -0.6625], [-1.9802, 1.4270, 0.1549], [-1.9028, 0.9108, 1.8411], [0.3963, 1.8465, 0.5130], [2.3443, 0.3671, -1.6806], [1.3139, 0.6971, -0.7748], [2.2759, -0.6564, -2.0859], [2.3480, 1.0848, -2.5080], [3.3002, 0.4497, -1.1455], [0.4952, 0.1725, -0.8541]], "atomic_forces_ev_per_a": [[-0.34, -0.16, 0.18], [0.04, -0.30, 0.52], [-0.08, -0.03, 0.04], [-0.33, -0.26, 0.05], [0.11, 0.02, -0.13], [-0.27, 0.01, 0.19], [-0.16, -0.16, -0.11], [0.20, 0.00, 0.19], [-0.07, -0.03, -0.20], [-0.10, 0.18, 0.15], [0.22, -0.16, 0.08], [-0.05, 0.13, -0.09], [-0.11, 0.03, 0.20], [0.24, 0.05, -0.28], [0.09, 0.50, -0.45], [-0.15, 0.31, 0.19], [0.12, -0.19, -0.06], [-0.24, -0.01, -0.15], [0.90, 0.08, -0.30]]}

***

# 2
{"formula": "C19H48NO14PS", "method": "ωB97M-V/def2-TZVPD", "lumo_ev": 0.5, "largest_force_ha_per_bohr": 0.0359, "homo_lumo_gap_ev": 9.448, "total_energy_ha": -2600.03280, "species": ["N", "P", "O", "S", "O", "O", "C", "O", "O", "H", "H", "H", "H", "H", "H", "C", "O", "C", "C", "O", "C", "C", "O", "C", "H", "H", "H", "H", "H", "H", "H", "H", "H", "H", "H", "H", "H", "H", "C", "O", "C", "C", "O", "C", "C", "O", "C", "H", "H", "H", "H", "H", "H", "H", "H", "H", "H", "H", "H", "H", "H", "C", "O", "C", "C", "O", "C", "C", "O", "C", "H", "H", "H", "H", "H", "H", "H", "H", "H", "H", "H", "H", "H", "H"], "coordinates": [[-1.9544, 0.4683, -1.2452], [-2.3336, -0.3513, 0.0139], [-2.8832, -1.8455, -0.4937], [-4.0130, -2.5116, 0.5330], [-4.4478, -3.6767, -0.1368], [-5.2423, -1.4428, 0.3998], [-5.4662, -0.9594, -0.9144], [-6.7668, -0.4586, -1.0238], [-7.0983, 0.0712, 0.2646], [-0.9744, 0.7154, -1.1834], [-3.3847, 0.2045, 0.7484], [-1.2628, -0.5253, 0.9029], [-4.7906, -0.1432, -1.1464], [-5.3861, -1.7422, -1.6543], [-8.0049, 0.3848, 0.1346], [1.1962, 1.2107, 5.2696], [1.7943, 0.2327, 4.4492], [3.0735, -0.1715, 4.9150], [3.3561, -1.6146, 4.5637], [2.6787, -2.5613, 5.3756], [1.2845, -2.7248, 5.1768], [0.9107, -3.4115, 3.8835], [1.0239, -2.5127, 2.7948], [1.3005, -3.1470, 1.5677], [1.7568, 2.1529, 5.2352], [0.1889, 1.3864, 4.8952], [1.1266, 0.8646, 6.3071], [3.1478, -0.0413, 6.0003], [3.8250, 0.4664, 4.4304], [4.4165, -1.7924, 4.7549], [3.1832, -1.8035, 3.5031], [0.7569, -1.7750, 5.2803], [0.9558, -3.3665, 5.9968], [-0.1327, -3.7497, 3.9475], [1.5568, -4.2842, 3.7342], [2.2082, -3.7582, 1.6240], [1.4533, -2.3654, 0.8251], [0.4574, -3.7751, 1.2551], [2.8257, -1.1758, -6.1664], [1.4546, -1.4450, -5.9926], [0.8445, -1.9713, -7.1595], [-0.2869, -2.9109, -6.8117], [0.1341, -4.1878, -6.3587], [0.6804, -4.2758, -5.0523], [-0.3300, -4.1035, -3.9412], [-0.6682, -2.7413, -3.7658], [-1.9744, -2.5670, -3.2516], [2.9815, -0.3640, -6.8871], [3.2279, -0.8720, -5.2018], [3.3631, -2.0707, -6.5016], [1.5808, -2.5027, -7.7731], [0.4429, -1.1292, -7.7397], [-0.8371, -3.1083, -7.7346], [-0.9850, -2.4500, -6.1112], [1.5221, -3.5925, -4.9275], [1.0766, -5.2912, -4.9807], [0.1064, -4.4737, -3.0019], [-1.2228, -4.6960, -4.1735], [-2.7141, -3.0561, -3.8996], [-2.1854, -1.5001, -3.2217], [-2.0498, -2.9708, -2.2457], [1.0761, 6.5553, 3.9204], [1.4029, 5.6548, 2.8873], [1.2491, 4.2989, 3.2687], [0.8598, 3.4377, 2.0898], [-0.4992, 3.5636, 1.6953], [-0.8823, 4.7578, 1.0286], [-0.3461, 4.8873, -0.3784], [1.0190, 5.2685, -0.3723], [1.7157, 4.8113, -1.5078], [1.7839, 6.4749, 4.7540], [1.1281, 7.5618, 3.5102], [0.0576, 6.3806, 4.2866], [0.4902, 4.2026, 4.0542], [2.2129, 3.9475, 3.6634], [0.9665, 2.3951, 2.4023], [1.5342, 3.5910, 1.2459], [-0.6420, 5.6388, 1.6256], [-1.9707, 4.7042, 0.9597], [-0.9163, 5.6633, -0.9071], [-0.4790, 3.9329, -0.9014], [1.6386, 3.7219, -1.6052], [2.7641, 5.0750, -1.3818], [1.3406, 5.2848, -2.4224]], "atomic_forces_ev_per_a": [[0.05, 0.15, 0.42], [0.89, 0.62, -1.49], [-0.61, 0.95, 1.46], [-0.38, 0.64, 1.24], [-0.12, -1.56, -0.97], [1.06, -0.21, -0.28], [-0.50, 0.80, -0.11], [-0.74, -0.69, 0.07], [0.04, 0.60, 0.36], [0.10, 0.10, -0.42], [-0.18, -0.53, 0.18], [-0.30, -0.43, 0.30], [0.49, 0.15, 0.17], [0.00, -0.27, -0.24], [0.14, -0.13, -0.37], [0.05, 0.01, -0.12], [-0.13, -0.17, 0.18], [-0.10, 0.16, -0.29], [0.14, -0.07, 0.01], [0.02, 0.00, 0.00], [-0.07, -0.03, 0.17], [-0.17, 0.16, -0.10], [0.26, 0.09, -0.04], [-0.21, 0.05, 0.02], [-0.03, -0.01, 0.11], [0.01, 0.02, -0.05], [0.03, 0.06, 0.02], [-0.01, -0.02, 0.02], [0.14, -0.05, 0.14], [0.00, 0.00, 0.04], [-0.14, 0.12, -0.02], [-0.02, 0.04, -0.18], [0.05, -0.04, 0.01], [0.05, -0.15, 0.08], [0.02, 0.00, 0.01], [-0.03, -0.04, 0.02], [-0.02, 0.00, -0.01], [0.08, -0.08, -0.07], [-0.11, 0.09, 0.02], [0.12, -0.27, 0.07], [-0.06, 0.30, 0.15], [-0.12, -0.05, -0.10], [0.01, -0.02, -0.02], [0.10, -0.12, 0.01], [0.11, 0.22, 0.18], [-0.15, 0.05, -0.28], [0.16, -0.03, -0.26], [0.09, -0.05, -0.03], [-0.03, 0.04, 0.01], [0.03, 0.04, -0.06], [0.00, -0.03, 0.00], [-0.01, -0.11, -0.17], [0.02, -0.04, -0.02], [0.14, 0.10, 0.10], [-0.09, 0.15, 0.08], [-0.04, -0.03, -0.04], [-0.05, -0.19, -0.05], [0.00, -0.02, 0.00], [0.00, -0.04, 0.05], [0.10, 0.02, 0.08], [-0.07, -0.14, 0.02], [0.13, -0.03, -0.06], [-0.30, 0.04, -0.04], [0.28, 0.19, -0.11], [-0.02, -0.25, 0.00], [0.02, -0.03, 0.03], [-0.16, 0.02, 0.04], [0.11, 0.24, -0.01], [0.08, -0.24, 0.10], [-0.01, 0.12, 0.01], [-0.08, 0.02, 0.06], [0.05, 0.00, -0.02], [0.03, -0.01, 0.07], [-0.02, -0.01, -0.01], [-0.09, -0.15, 0.09], [-0.02, 0.00, 0.02], [0.03, 0.20, 0.03], [0.18, 0.04, -0.07], [-0.01, -0.07, -0.02], [-0.14, -0.12, -0.04], [-0.02, -0.01, 0.00], [-0.03, 0.01, -0.07], [-0.01, 0.05, 0.02], [0.00, -0.08, -0.04]]}

***

# 3
{"formula": "C29H53ClF4N7O11P", "method": "ωB97M-V/def2-TZVPD", "smiles": "O=[PH2]C1=C(COC(F)(F)F)C(=O)C(Cl)=C(F)C1=O.CN(C)C=O.CN(C)C=O.CN(C)C=O.CN(C)C=O.CN(C)C=O.CN(C)C=O.CN(C)C=O", "lumo_ev": -2.1, "largest_force_ha_per_bohr": 0.0270, "homo_lumo_gap_ev": 6.443, "total_energy_ha": -3548.73116, "species": ["O", "P", "C", "C", "C", "O", "C", "F", "F", "F", "C", "O", "C", "Cl", "C", "F", "C", "O", "H", "H", "H", "H", "C", "N", "C", "C", "O", "H", "H", "H", "H", "H", "H", "H", "C", "N", "C", "C", "O", "H", "H", "H", "H", "H", "H", "H", "C", "N", "C", "C", "O", "H", "H", "H", "H", "H", "H", "H", "C", "N", "C", "C", "O", "H", "H", "H", "H", "H", "H", "H", "C", "N", "C", "C", "O", "H", "H", "H", "H", "H", "H", "H", "C", "N", "C", "C", "O", "H", "H", "H", "H", "H", "H", "H", "C", "N", "C", "C", "O", "H", "H", "H", "H", "H", "H", "H"], "coordinates": [[-1.4886, -0.9156, -3.9993], [-2.8608, -0.4660, -4.3228], [-3.2031, 1.1618, -3.5372], [-4.3714, 1.8014, -3.5257], [-5.6107, 1.2696, -4.2056], [-6.0005, 0.0081, -3.6764], [-6.7217, 0.0368, -2.5219], [-6.7273, 1.2270, -1.9373], [-6.1885, -0.8348, -1.6593], [-7.9679, -0.3380, -2.7592], [-4.4511, 3.1151, -2.7919], [-5.1394, 4.0198, -3.1793], [-3.5930, 3.1969, -1.5693], [-4.1079, 4.1025, -0.2092], [-2.4331, 2.5551, -1.5885], [-1.5836, 2.5441, -0.5878], [-2.0480, 1.8407, -2.8528], [-0.9271, 1.8341, -3.2890], [-3.1317, -0.3499, -5.7031], [-3.8149, -1.3305, -3.7583], [-6.4088, 2.0028, -4.2064], [-5.3572, 1.0917, -5.2464], [1.5185, 0.7522, -1.4407], [1.6139, -0.0802, -0.2556], [1.2494, -1.4834, -0.3593], [2.0163, 0.3987, 0.9287], [2.1159, -0.2517, 1.9551], [0.4972, 0.7349, -1.8107], [2.1838, 0.3712, -2.2181], [1.7950, 1.7791, -1.2086], [0.4325, -1.6975, 0.3294], [2.0988, -2.1109, -0.0905], [0.9368, -1.7070, -1.3748], [2.2645, 1.4733, 0.8961], [1.2199, -3.1385, -4.0385], [1.0323, -4.5635, -4.2423], [2.1884, -5.4058, -4.4961], [-0.1855, -5.1330, -4.2046], [-0.4054, -6.3176, -4.3708], [1.6853, -2.6959, -4.9217], [1.8682, -2.9724, -3.1762], [0.2615, -2.6510, -3.8663], [2.0847, -5.8999, -5.4631], [2.2643, -6.1763, -3.7274], [3.0903, -4.7980, -4.4919], [-0.9926, -4.4066, -4.0057], [3.0535, 3.2972, 4.5701], [3.6205, 2.1869, 5.3143], [3.4532, 0.8353, 4.8015], [4.2952, 2.3676, 6.4619], [4.7947, 1.4781, 7.1257], [1.9711, 3.1739, 4.4877], [3.4852, 3.3392, 3.5687], [3.2625, 4.2348, 5.0819], [2.9237, 0.2250, 5.5341], [4.4313, 0.3846, 4.6260], [2.8920, 0.8546, 3.8719], [4.3627, 3.4289, 6.7594], [-5.8362, 8.6713, 2.0904], [-4.7917, 7.7398, 2.4685], [-3.7850, 8.1531, 3.4328], [-4.7194, 6.4996, 1.9559], [-3.8625, 5.6832, 2.2406], [-5.3956, 9.5658, 1.6459], [-6.4156, 8.9595, 2.9697], [-6.5037, 8.2112, 1.3651], [-2.7935, 8.0941, 2.9835], [-3.8065, 7.4918, 4.2993], [-3.9801, 9.1741, 3.7500], [-5.5267, 6.2830, 1.2351], [3.4168, -6.9224, 0.5281], [3.1939, -5.6350, -0.0984], [1.8307, -5.1711, -0.3073], [4.2044, -4.8462, -0.4960], [4.0671, -3.7579, -1.0281], [2.9571, -7.7124, -0.0692], [2.9769, -6.9310, 1.5270], [4.4837, -7.1195, 0.6113], [1.6654, -5.0038, -1.3719], [1.6885, -4.2297, 0.2185], [1.1181, -5.9016, 0.0616], [5.1991, -5.2798, -0.2958], [-4.3708, -3.6231, 1.7417], [-3.0412, -3.6668, 1.1659], [-2.5855, -2.5518, 0.3541], [-2.2136, -4.7103, 1.3594], [-1.0927, -4.8072, 0.8979], [-5.1185, -3.5479, 0.9494], [-4.4634, -2.7585, 2.4020], [-4.5593, -4.5264, 2.3175], [-2.3348, -2.8972, -0.6505], [-1.6929, -2.1122, 0.7976], [-3.3682, -1.7992, 0.2954], [-2.6573, -5.5003, 1.9880], [6.5089, 0.2263, 1.1014], [6.2993, 1.6293, 1.4089], [7.4244, 2.4406, 1.8415], [5.0901, 2.2037, 1.3100], [4.8469, 3.3712, 1.5600], [6.8890, -0.2945, 1.9822], [7.2310, 0.1268, 0.2886], [5.5718, -0.2365, 0.7984], [7.2287, 2.8494, 2.8334], [7.5700, 3.2729, 1.1519], [8.3239, 1.8314, 1.8712], [4.3101, 1.5049, 0.9764]], "atomic_forces_ev_per_a": [[-0.04, -0.10, -0.20], [1.11, -0.23, 0.80], [-0.16, -0.01, -0.45], [-0.08, -0.10, 0.15], [0.50, 0.48, -0.57], [-0.18, 0.17, 0.26], [0.47, -0.73, -0.23], [-0.08, 0.48, 0.13], [0.01, -0.07, 0.00], [-0.40, 0.05, 0.06], [0.11, -0.03, 0.10], [-0.31, -0.07, 0.08], [-0.37, 0.28, 0.45], [0.18, -0.06, -0.32], [-0.13, -0.23, -0.42], [0.32, 0.10, -0.01], [0.40, -0.32, 0.08], [-0.29, 0.07, 0.19], [-0.36, 0.12, 0.17], [-0.34, 0.28, -0.37], [-0.17, 0.05, 0.21], [-0.14, -0.24, -0.16], [0.01, -0.24, 0.13], [0.02, 0.07, -0.14], [0.08, 0.05, 0.28], [0.00, 0.18, 0.00], [-0.02, -0.11, 0.00], [0.03, 0.07, -0.14], [-0.02, 0.06, -0.05], [0.00, -0.01, 0.06], [0.00, -0.12, 0.00], [-0.01, -0.03, -0.08], [0.00, 0.04, -0.05], [-0.11, 0.04, -0.04], [0.12, -0.16, 0.00], [0.03, 0.15, 0.05], [-0.16, -0.05, 0.00], [-0.12, 0.03, 0.01], [0.04, -0.08, -0.01], [-0.01, 0.09, 0.03], [0.06, 0.08, 0.01], [-0.01, -0.01, -0.04], [0.05, -0.04, 0.02], [0.06, -0.03, -0.03], [-0.04, 0.04, 0.04], [0.03, 0.03, 0.01], [0.00, -0.25, -0.08], [-0.04, 0.12, -0.05], [0.10, 0.12, 0.15], [0.03, 0.07, 0.03], [0.02, -0.07, 0.01], [-0.01, 0.08, -0.02], [-0.05, 0.09, 0.01], [0.02, -0.01, 0.04], [0.02, -0.07, -0.04], [-0.03, -0.07, -0.01], [0.00, 0.00, -0.01], [-0.02, 0.01, -0.02], [0.20, -0.01, 0.15], [-0.13, 0.13, -0.03], [0.02, -0.18, -0.07], [0.00, -0.04, 0.02], [-0.07, 0.04, 0.00], [-0.09, 0.04, -0.02], [-0.06, 0.05, -0.06], [0.02, -0.04, -0.01], [0.03, 0.01, 0.06], [0.06, 0.03, 0.02], [-0.05, 0.01, -0.03], [-0.02, 0.03, 0.00], [-0.17, 0.14, -0.06], [0.09, -0.13, 0.01], [0.18, 0.09, -0.05], [0.06, -0.06, 0.02], [-0.05, 0.09, -0.06], [0.03, -0.06, 0.06], [0.02, -0.09, 0.01], [0.02, 0.03, -0.02], [-0.12, 0.04, -0.03], [-0.18, -0.04, 0.01], [0.03, 0.00, 0.05], [0.00, -0.01, 0.01], [0.15, 0.15, -0.14], [-0.15, 0.02, 0.04], [0.12, -0.17, 0.00], [0.02, -0.18, 0.02], [0.01, 0.13, -0.05], [-0.07, 0.00, 0.07], [-0.09, -0.03, 0.02], [0.03, -0.02, 0.00], [0.04, 0.06, -0.01], [0.01, 0.07, -0.04], [-0.05, -0.02, 0.04], [-0.02, 0.02, 0.02], [0.11, 0.18, 0.07], [0.06, -0.13, -0.04], [-0.17, 0.09, 0.01], [-0.08, -0.05, -0.01], [0.04, 0.07, 0.03], [-0.01, -0.08, -0.04], [-0.01, -0.09, 0.00], [-0.03, 0.03, 0.02], [0.06, 0.03, 0.00], [0.05, 0.02, 0.04], [-0.02, -0.05, -0.01], [0.09, -0.08, -0.01]]}

***

# 4
{"formula": "C2H4OS3", "method": "ωB97M-V/def2-TZVPD", "multiplicity": 3, "lumo_ev": [0.1, -2.7], "largest_force_ha_per_bohr": 0.0984, "s2": 2.045, "de_lowest_kj_mol": 88.2, "homo_lumo_gap_ev": [9.309, 6.886], "total_energy_ha": -1348.24002, "species": ["C", "C", "O", "S", "S", "S", "H", "H", "H", "H"], "coordinates": [[0.6318, -0.3000, -0.2114], [-0.6104, -1.1112, 0.0919], [-0.6943, 1.4091, 1.2893], [-0.3162, 2.4884, -1.7768], [2.0018, 0.1293, 0.9732], [0.3540, 1.5493, 0.3663], [1.1010, -0.3067, -1.0913], [-0.2431, -2.0166, 0.5299], [-1.0128, -1.1863, -0.9841], [-1.2119, -0.6554, 0.8131]], "atomic_forces_ev_per_a": [[-0.64, 2.51, 4.35], [2.12, -0.04, -3.12], [-3.07, 0.50, 2.54], [0.05, -0.18, 0.16], [-0.98, -0.21, -0.30], [3.05, -1.59, -2.51], [1.12, -0.45, -3.71], [-0.21, -1.02, -0.20], [-0.24, -0.50, 2.02], [-1.22, 0.98, 0.76]]}

***

# 5
{"formula": "C6H7HgLiO6", "method": "ωB97M-V/def2-TZVPD", "multiplicity": 3, "lumo_ev": [0.0, -1.3], "largest_force_ha_per_bohr": 0.1248, "s2": 2.006, "de_lowest_kj_mol": 413.2, "homo_lumo_gap_ev": [7.143, 7.756], "total_energy_ha": -845.09026, "species": ["Li", "O", "O", "C", "C", "O", "C", "H", "H", "H", "H", "Hg", "O", "O", "C", "C", "O", "C", "H", "H", "H"], "coordinates": [[-1.0619, 1.6420, -0.3378], [-1.2198, 1.1116, 1.6469], [-1.8321, -1.0516, 1.3967], [-2.9659, -0.8030, 0.4924], [-2.5133, -0.8244, -0.9573], [-1.6025, 0.1609, -1.2540], [-1.1220, -0.0737, 1.8230], [-3.6733, -1.6093, 0.7115], [-3.4011, 0.1656, 0.7730], [-3.4501, -0.7367, -1.5486], [-2.1179, -1.8392, -1.1740], [0.2386, -0.0407, -1.8956], [0.8655, 1.5813, -0.6363], [1.5436, -0.4143, -0.1096], [2.1737, -1.3201, 0.6962], [1.4617, -2.1674, 1.4509], [2.4486, 1.3793, 0.9596], [1.6702, 0.9733, 0.1212], [3.2621, -1.2693, 0.6672], [1.7961, -3.2000, 1.5438], [0.7498, -1.8342, 2.2055]], "atomic_forces_ev_per_a": [[0.17, 0.27, 0.45], [0.08, -0.26, -0.17], [0.00, -0.60, 0.01], [-0.20, 0.31, 0.01], [-0.66, -0.99, -0.01], [-3.89, 1.04, 1.67], [-0.21, 0.70, -0.04], [0.19, 0.18, -0.07], [0.09, -0.21, -0.08], [0.30, 0.07, 0.09], [-0.09, 0.37, 0.08], [2.37, -2.61, -5.37], [-0.16, 2.17, 0.69], [0.39, 0.66, 2.17], [0.44, -0.72, 0.16], [0.70, -0.27, 0.56], [-0.62, -0.50, -0.70], [1.62, 0.76, 1.86], [-0.14, -0.71, -0.88], [0.73, 0.47, 0.84], [-1.10, -0.14, -1.27]]}

***

# 6
{"formula": "CH3BrClPS", "method": "ωB97M-V/def2-TZVPD", "lumo_ev": [-3.8, -3.8], "largest_force_ha_per_bohr": 0.0641, "de_lowest_kj_mol": 284.5, "homo_lumo_gap_ev": [5.498, 5.500], "total_energy_ha": -3813.58940, "species": ["C", "P", "S", "Cl", "Br", "H", "H", "H"], "coordinates": [[-0.5646, 0.5579, 0.5162], [0.6390, -0.6419, -0.0764], [0.5382, -2.1503, 1.1877], [-0.6790, -0.1239, -3.1220], [2.6535, 0.2681, -0.5104], [-1.2025, -0.2342, 1.0411], [-0.1623, 1.2381, 1.2117], [-1.2222, 1.0863, -0.2480]], "atomic_forces_ev_per_a": [[-2.81, -1.15, -1.29], [0.35, -0.26, 0.42], [0.65, 0.99, -1.88], [0.72, -0.38, 1.61], [-1.41, -0.68, 0.11], [0.50, 1.51, -0.49], [0.71, 0.74, 0.88], [1.29, -0.79, 0.65]]}

***

Number 1 is which compound?
C5H12O2